This record from the OMol25 dataset describes a 2-piece molecular cluster, C6H12N2O4 overall. The level of theory is ωB97M-V/def2-TZVPD.

```
24
Properties=species:S:1:pos:R:3:forces:R:3:mulliken_charge:R:1
C 1.16901 -0.79802 -0.05710 1.4 -0.5 -0.5 0.649
C -2.32934 0.07604 -0.32904 -3.6 -0.6 -1.8 -1.618
C -0.75009 0.52715 1.54073 0.2 -3.3 -0.1 -1.570
C 3.06999 0.41884 0.59123 0.8 -0.6 -1.2 -0.747
C 0.20197 -0.95791 -1.12284 -3.5 -0.4 2.9 -0.443
C -1.05486 0.49655 0.06461 3.1 0.1 2.9 1.134
N -0.68280 -2.02202 -1.15259 0.5 0.7 -1.9 -0.423
N -0.54572 1.73781 -0.51094 0.2 -2.2 2.3 1.144
O 1.34993 -1.56893 0.85314 -0.5 -0.8 0.3 -0.638
O -0.89072 1.94955 -1.61133 -0.7 1.8 -4.1 -0.694
O 0.24362 2.36695 0.14368 0.8 1.6 -0.2 -0.688
O 1.94651 0.26869 -0.25394 -1.1 0.1 -0.7 -0.233
H -2.38135 -1.02196 -0.54061 0.0 0.6 0.9 0.364
H -3.24702 0.39713 0.28880 1.6 -0.5 -0.6 0.334
H -2.43252 0.48818 -1.33591 -0.7 0.1 -0.1 0.419
H -0.26456 1.39418 1.81153 1.2 1.6 0.6 0.461
H -0.11667 -0.36645 1.85970 -0.8 1.1 -0.2 0.192
H -1.64133 0.47726 2.11870 -1.0 -0.2 0.4 0.463
H 2.91507 1.28331 1.21058 0.1 0.3 0.4 0.235
H 3.85794 0.57333 -0.18002 0.0 0.1 1.1 0.256
H 3.20339 -0.51624 1.14890 0.2 0.5 0.0 0.345
H 0.14017 -0.27855 -1.88967 0.4 1.3 -1.9 0.555
H -0.42447 -2.86011 -0.67097 -0.1 -0.3 0.2 0.197
H -1.33617 -2.06478 -1.97667 1.4 -0.3 1.5 0.308
```
Positions in Å, forces in eV/Å.

Computed properties:
net charge: 0
energy above the lowest of the compared OMol25 structures with the same formula, charge and spin: 597.34 kJ/mol
energy: -17581.5198 eV
E_HOMO (alpha / beta): -8.573 / -8.573 eV

This record from the OMol25 dataset describes C37H20N10O3Ru as an isolated structure. The level of theory is ωB97M-V/def2-TZVPD.

```
71
Properties=species:S:1:pos:R:3:forces:R:3:mulliken_charge:R:1
Ru 0.43258 -0.38395 -0.15168 0.0 0.0 0.0 0.611
C 2.41480 5.75980 1.40320 0.0 0.0 0.0 -0.691
C 1.22642 5.85164 2.14085 0.0 0.0 0.0 -0.779
C 0.27617 4.84916 2.11927 0.0 -0.1 -0.1 -0.348
C 0.52332 3.71525 1.33363 0.1 0.0 0.0 0.774
C -0.18283 2.50087 0.99006 0.0 0.1 -0.2 -0.076
N 0.53360 1.71578 0.15330 0.1 -0.1 0.3 -0.113
C 1.69524 2.38970 -0.12198 -0.1 0.1 -0.1 -0.519
N 2.67876 2.06180 -0.95183 0.1 0.0 0.0 -0.556
C 2.90613 0.84523 -1.36201 0.0 -0.1 0.1 -0.160
C 3.99245 0.51319 -2.29326 0.0 -0.1 0.0 0.086
C 4.87902 1.29621 -3.00894 0.0 0.0 0.0 -0.129
C 5.80182 0.64379 -3.81738 0.0 0.0 0.0 -0.606
C 5.83224 -0.74885 -3.89657 0.0 0.0 0.0 -0.604
C 4.94149 -1.52946 -3.16964 0.0 0.0 0.0 -0.180
C 4.02279 -0.87335 -2.37143 0.0 0.0 0.0 0.346
C 2.94609 -1.36248 -1.49643 0.0 0.0 0.1 -0.077
N 2.73335 -2.62935 -1.29198 0.1 0.1 0.0 -0.594
C 1.71053 -3.06825 -0.54558 -0.1 0.0 0.0 -0.326
N 0.65148 -2.37775 -0.10693 0.0 -0.1 0.1 0.109
C -0.22494 -3.27448 0.52375 0.0 0.1 -0.1 -0.691
N -1.42192 -3.03771 0.94560 0.0 0.0 0.0 -0.496
C -2.05220 -1.86143 0.87075 0.1 -0.1 0.1 -0.889
N -1.51885 -0.65030 0.49199 -0.1 0.1 -0.1 0.243
C -2.51701 0.22941 0.45790 0.1 0.0 0.1 -0.619
N -1.51810 2.22967 1.24915 0.1 0.0 0.0 0.290
C -3.75656 -0.35537 0.83410 0.0 -0.1 0.0 1.052
C -5.08321 0.09850 0.94275 0.0 0.0 0.0 -0.379
C -6.04885 -0.79077 1.34752 0.0 0.0 0.0 -0.973
C -5.73219 -2.13701 1.63391 0.0 0.0 0.0 -0.646
C -4.44587 -2.60307 1.50895 0.0 0.0 0.0 -0.113
C -3.44655 -1.70566 1.11254 -0.1 0.1 0.0 -0.026
C 0.39076 -4.59436 0.52427 0.0 0.0 0.0 0.364
C -0.01772 -5.82032 1.03160 0.0 0.0 0.0 -0.197
C 0.81698 -6.90877 0.83919 0.0 0.0 0.0 -0.590
C 2.03024 -6.78111 0.15211 0.0 0.0 0.0 -0.615
C 2.43498 -5.55829 -0.35712 0.0 0.0 0.0 -0.133
C 1.59862 -4.46892 -0.15890 -0.1 0.0 0.0 0.322
N 2.30579 -0.29403 -0.93494 0.0 0.0 -0.2 -0.030
C 1.71523 3.63943 0.59465 0.0 0.1 0.1 -0.102
C 2.66839 4.64965 0.62275 0.0 0.0 0.0 -0.048
H 3.13569 6.56622 1.45057 0.0 0.0 0.0 0.386
H 1.05076 6.72585 2.75539 0.0 0.0 0.0 0.399
H -0.61251 4.94011 2.72139 -0.1 0.0 0.1 0.440
H 4.84514 2.37542 -2.93964 0.0 0.0 0.0 0.525
H 6.50795 1.22277 -4.39962 0.0 0.0 0.0 0.383
H 6.56111 -1.22630 -4.53962 0.0 0.0 0.0 0.379
H 4.95337 -2.60986 -3.22400 0.0 0.0 0.0 0.540
H -5.35872 1.10928 0.67198 0.0 0.0 0.0 0.383
H -7.07783 -0.46193 1.42709 0.0 0.0 0.0 0.393
H -6.52313 -2.81053 1.94065 0.0 0.0 0.0 0.370
H -4.19569 -3.63748 1.70643 0.0 0.0 0.0 0.546
H -0.96020 -5.91181 1.55519 0.0 0.0 0.0 0.531
H 0.52801 -7.87929 1.22397 0.0 0.0 0.0 0.385
H 2.65697 -7.65391 0.01736 0.0 0.0 0.0 0.380
H 3.36686 -5.44546 -0.89541 0.0 0.0 0.0 0.532
H 3.57245 4.55230 0.03639 0.0 0.0 0.0 0.558
O -1.78804 3.01516 3.38114 0.1 0.2 -0.1 -0.611
C -2.24092 2.84215 2.27729 -0.2 -0.2 0.2 0.283
C -3.59407 3.32785 1.80513 0.1 0.0 0.0 -0.493
C -3.46969 3.69585 0.32062 0.0 0.0 -0.1 -0.818
C -3.20607 2.39389 -0.41317 -0.2 0.0 0.1 0.385
O -3.86102 1.99195 -1.33980 0.1 0.0 0.0 -0.595
N -2.26316 1.60224 0.23783 0.0 0.0 -0.1 0.891
H -3.87123 4.16848 2.43816 0.0 0.0 0.0 0.446
H -4.34204 2.54325 1.94546 0.0 0.0 0.0 0.163
H -2.65193 4.40592 0.17441 0.0 0.0 0.0 0.352
H -4.38111 4.12654 -0.08588 0.0 0.0 0.0 0.413
O -1.72405 -1.70224 -3.34861 0.0 0.0 0.0 -0.671
C -0.99991 -1.06602 -2.65374 0.1 0.1 -0.1 0.732
N -0.24951 -0.37445 -2.03417 -0.1 0.0 0.0 -0.503
```
Positions in Å, forces in eV/Å.

Computed properties:
⟨S²⟩: 0.8731
net charge: -1
multiplicity: 2
energy: -62324.1856 eV
E_HOMO (alpha / beta): -4.001 / -3.871 eV

This record from the OMol25 dataset describes a 2-piece molecular cluster, C2H10N3O overall. The level of theory is ωB97M-V/def2-TZVPD.

```
16
Properties=species:S:1:pos:R:3:forces:R:3:mulliken_charge:R:1
C 0.90082 1.62695 0.63427 -0.7 0.8 0.0 -0.949
N -0.46025 1.11094 0.50352 0.2 -0.9 0.0 -0.198
C -0.86980 0.11127 -0.28340 -0.6 0.4 -0.7 0.666
N -2.07392 -0.43847 0.00518 0.0 0.4 0.4 -0.462
N -0.19510 -0.29182 -1.35455 -0.6 0.7 1.3 -0.301
H 0.81238 2.51108 1.26005 0.1 0.0 0.1 0.319
H 1.56459 0.94554 1.15134 0.1 -0.3 -0.3 0.312
H 1.25047 1.99994 -0.32441 0.4 -0.3 -0.1 0.390
H -1.22740 1.63083 0.88991 0.1 0.1 0.5 0.252
H -2.81275 -0.57801 -0.66331 0.2 -0.2 -0.4 0.229
H -2.39634 -0.26752 0.94213 -0.2 0.1 0.0 0.236
H -0.63947 -1.01320 -1.89730 0.8 -0.4 -0.1 0.242
H 0.78756 -0.07363 -1.31968 0.1 -0.4 -0.8 0.251
H 1.43129 -2.22694 0.85638 0.4 -0.5 0.1 0.310
H 2.32062 -2.82644 -0.31330 -0.1 0.0 0.5 0.312
O 1.60730 -2.22050 -0.08682 -0.3 0.5 -0.5 -0.609
```
Positions in Å, forces in eV/Å.

Computed properties:
net charge: +1
energy above the lowest of the compared OMol25 structures with the same formula, charge and spin: 76.60 kJ/mol
energy: -8748.3476 eV
E_HOMO: -14.941 eV

This record from the OMol25 dataset describes C20H46Cl2OP2Tl as an isolated structure. The level of theory is ωB97M-V/def2-TZVPD.

```
72
Properties=species:S:1:pos:R:3:forces:R:3:mulliken_charge:R:1
Tl 0.01298 -0.44437 0.00181 -0.2 0.4 0.2 1.541
Cl -0.33423 0.84564 -2.29863 -0.1 0.3 -1.3 -0.639
P -2.63869 -0.57464 -0.49933 0.5 0.0 0.2 -1.133
C -3.02654 -1.47957 -2.08089 -0.1 0.4 0.3 0.953
C -3.44476 -1.49322 0.88911 -0.7 0.0 -0.7 0.462
C -3.40800 1.08911 -0.67124 -0.2 -0.5 -0.4 0.881
C -1.91309 -2.48200 -2.42655 -0.2 -0.1 -0.1 -1.339
H -3.00525 -0.66806 -2.82917 0.1 -0.2 0.2 0.448
C -4.41413 -2.11270 -2.09175 -0.1 -0.2 -0.4 -1.730
H -4.44214 -3.03122 -1.49394 0.0 0.1 0.0 0.275
H -4.64932 -2.37726 -3.13017 -0.1 -0.2 0.1 0.486
H -5.20006 -1.43458 -1.74321 0.2 -0.2 0.0 0.328
H -0.99389 -1.96743 -2.72403 -0.2 0.0 0.2 0.239
H -2.23628 -3.11627 -3.26005 -0.1 0.1 -0.1 0.492
H -1.67653 -3.14642 -1.58734 0.0 0.2 -0.2 0.125
H -2.85773 1.47053 -1.54890 -0.2 -0.1 0.3 0.504
C -3.06525 1.97994 0.52382 0.2 0.4 0.1 -1.071
C -4.89997 1.06009 -0.99267 0.0 0.5 0.0 -1.740
H -5.08363 0.64779 -1.99108 -0.1 0.1 0.2 0.299
H -5.25829 2.09728 -0.98177 -0.2 -0.1 -0.1 0.514
H -5.47327 0.49594 -0.24274 0.1 0.1 -0.2 0.280
H -2.29103 1.51229 1.14754 -0.1 0.3 -0.1 -0.298
H -3.94120 2.21199 1.14644 0.1 -0.2 -0.1 0.320
H -2.67312 2.93780 0.16453 0.0 -0.1 0.1 0.470
C -2.71255 -2.82636 1.11396 0.0 0.1 0.1 -1.313
H -4.47371 -1.66816 0.53781 0.0 -0.2 0.4 0.602
C -3.46106 -0.69927 2.19508 0.1 -0.1 0.1 -1.217
H -2.78113 -3.51265 0.26001 0.0 0.2 0.2 0.230
H -3.15619 -3.31746 1.99197 0.1 0.0 -0.2 0.490
H -1.65348 -2.62619 1.34325 -0.3 -0.2 -0.1 0.117
H -2.42594 -0.46337 2.48955 -0.3 0.0 0.0 -0.058
H -3.88659 -1.33573 2.98180 0.0 0.1 -0.1 0.541
H -4.06035 0.21247 2.13605 0.1 -0.1 0.0 0.217
Cl 0.13294 -0.86455 2.57927 0.1 -0.4 1.4 -0.664
H 0.08915 -2.11645 -0.54895 0.2 -0.3 -0.1 -0.209
P 2.64357 0.33350 -0.39230 -0.1 -0.1 0.1 -0.426
C 3.17331 1.86727 -1.29777 0.0 -0.3 -0.1 0.598
C 3.62242 0.30665 1.18094 0.6 0.1 -0.6 0.562
C 3.24241 -1.04832 -1.47672 0.3 0.4 0.0 0.626
C 2.10081 2.94327 -1.13524 -0.3 0.1 -0.2 -1.254
H 3.16387 1.53692 -2.35169 -0.1 0.1 0.2 0.533
C 4.55814 2.42939 -0.98731 0.1 0.1 -0.3 -1.674
H 4.60978 2.87548 0.01051 0.0 -0.1 -0.1 0.256
H 4.73595 3.22698 -1.71774 0.2 0.1 0.2 0.500
H 5.36712 1.70266 -1.09632 -0.1 0.0 0.1 0.296
H 1.12175 2.57009 -1.46641 0.3 0.1 0.2 0.119
H 2.35536 3.79782 -1.77156 0.0 0.1 0.1 0.489
H 1.99986 3.29185 -0.10145 0.1 -0.1 -0.1 0.159
H 2.67851 -0.87371 -2.41271 0.1 0.0 0.4 0.439
C 2.85953 -2.45080 -0.95618 0.1 -0.2 0.1 -1.558
C 4.73811 -0.90942 -1.78463 0.1 -0.4 -0.3 -1.551
H 4.94594 -0.02170 -2.39407 0.0 -0.2 0.2 0.307
H 5.06756 -1.78781 -2.35797 0.1 0.1 0.1 0.482
H 5.34318 -0.85755 -0.86689 -0.2 0.0 -0.2 0.230
H 2.11540 -2.44003 -0.14525 0.4 0.0 -0.4 0.294
H 3.74448 -2.99042 -0.58901 -0.1 0.1 -0.1 0.381
H 2.41484 -3.03401 -1.77619 0.2 0.1 0.3 0.323
C 3.06216 1.36369 2.13595 -0.2 0.0 0.1 -1.095
H 4.64247 0.58348 0.87638 0.0 -0.1 0.4 0.566
C 3.63843 -1.06990 1.84473 -0.1 0.0 0.2 -1.485
H 3.34936 2.38684 1.86241 -0.2 -0.2 -0.1 0.260
H 3.42745 1.17941 3.15539 0.0 0.0 -0.2 0.486
H 1.96725 1.27327 2.16132 0.2 0.2 0.1 -0.225
H 2.61726 -1.40984 2.07657 0.3 0.1 -0.1 0.117
H 4.17252 -0.97499 2.79933 0.0 -0.1 -0.1 0.532
H 4.15030 -1.82283 1.23612 -0.1 0.1 0.1 0.213
C -0.49016 2.29969 3.63228 -0.4 0.1 1.1 -0.682
C -0.15871 2.95849 2.43754 0.2 -2.2 -0.3 0.607
O 0.06504 3.60044 1.49296 0.2 2.1 -1.5 -0.464
H 0.33834 1.62276 3.91909 -0.5 0.0 0.1 0.174
H -1.40559 1.67949 3.47831 0.8 0.4 0.0 0.086
H -0.67573 3.05896 4.41797 -0.2 -0.3 0.6 0.371
```
Positions in Å, forces in eV/Å.

Computed properties:
net charge: -1
energy above the lowest of the compared OMol25 structures with the same formula, charge and spin: 0.00 kJ/mol
energy: -71848.9928 eV
E_HOMO (alpha / beta): -1.492 / -2.408 eV

This record from the OMol25 dataset describes a 2-piece molecular cluster, C2H10NO overall. The level of theory is ωB97M-V/def2-TZVPD.

```
14
Properties=species:S:1:pos:R:3:forces:R:3:mulliken_charge:R:1
C -0.48459 1.28199 -1.83461 0.6 -0.4 0.7 -1.394
N -0.93958 0.37079 -0.69792 2.0 0.6 -0.2 -1.981
H -1.58457 0.89624 -0.07727 -0.7 0.0 0.2 1.038
H -1.34278 -0.51013 -1.05664 -0.5 -0.3 -0.1 0.991
H -0.11115 0.10598 -0.10775 -0.4 0.1 -0.6 0.007
H -1.34266 1.37056 -2.48288 0.0 0.2 -0.4 0.693
H 0.41159 0.86322 -2.33624 -0.8 0.0 0.3 0.276
H -0.20001 2.23516 -1.37172 -0.3 -0.2 -0.2 0.500
C 0.61999 -1.04867 1.94642 2.3 -1.0 -0.2 -0.921
O 1.31026 -0.88451 0.67216 -0.6 -0.1 -0.7 -0.417
H 2.13000 -1.41395 0.60009 -0.9 0.3 0.4 0.269
H 1.22406 -0.40681 2.57203 -0.4 0.0 1.0 0.263
H 0.73350 -2.11357 2.22940 -0.4 0.6 0.2 0.269
H -0.42406 -0.74630 1.94493 0.1 0.0 -0.5 0.406
```
Positions in Å, forces in eV/Å.

Computed properties:
⟨S²⟩: 0.7505
net charge: 0
energy above the lowest of the compared OMol25 structures with the same formula, charge and spin: 81.90 kJ/mol
multiplicity: 2
energy: -5769.8763 eV
E_HOMO (alpha / beta): -3.266 / -10.943 eV

This record from the OMol25 dataset describes one molecule with the formula C10H14Si. The level of theory is ωB97M-V/def2-TZVPD.

```
25
Properties=species:S:1:pos:R:3:forces:R:3:mulliken_charge:R:1
C -1.76311 -0.30802 -2.58169 1.2 0.5 -0.6 -0.182
C -0.71363 0.42525 -2.17964 -2.7 -0.7 1.0 -1.290
C -2.54240 -0.94760 -1.55020 -1.7 1.2 0.4 -0.941
C -0.36453 0.56186 -0.78082 1.4 -0.4 2.2 0.510
C -2.48084 -0.44085 -0.27772 -2.2 -2.8 1.5 -0.213
C -1.51820 0.43113 0.17727 1.7 2.4 0.6 0.224
C 0.64818 -0.66824 -0.62476 3.0 2.4 -0.8 -1.013
C 1.54993 -0.57576 0.61940 -0.8 2.4 -2.2 0.790
C 2.14537 0.77804 0.94386 -2.2 0.7 0.5 -1.370
C 1.81669 -1.63285 1.29429 1.0 -3.9 0.3 -0.801
Si -1.74292 1.36007 1.70547 -0.3 -0.3 -0.8 0.061
H -1.86430 -0.34982 -3.67284 -0.5 -0.7 0.6 0.367
H 0.04360 0.74211 -2.75905 2.0 1.3 -2.7 0.550
H -3.46815 -1.47414 -1.76565 0.4 -0.4 -0.3 0.372
H 0.14780 1.52030 -0.51262 0.0 -0.9 -0.8 0.614
H -3.18245 -0.83120 0.54681 0.6 0.5 -1.7 0.204
H 0.19267 -1.60203 -0.79357 -1.1 -1.1 0.5 0.537
H 1.39760 -0.67353 -1.54055 -1.3 0.6 1.5 0.347
H 1.24674 1.38702 1.32447 1.5 -0.7 0.7 0.132
H 3.05610 0.78300 1.56846 -0.8 0.0 -0.1 0.399
H 2.27190 1.41555 0.09089 0.8 -0.2 -1.0 0.344
H 1.45557 -2.62235 0.79855 0.6 1.5 1.7 0.226
H 2.60595 -1.57841 2.06533 -0.7 -0.6 -0.2 0.286
H -3.17922 1.25472 1.98063 -0.1 0.0 0.5 -0.111
H -1.12109 2.63882 2.28168 -0.1 -0.9 -0.7 -0.043
```
Positions in Å, forces in eV/Å.

Computed properties:
net charge: 0
energy above the lowest of the compared OMol25 structures with the same formula, charge and spin: 586.96 kJ/mol
energy: -18469.5273 eV
E_HOMO (alpha / beta): -6.978 / -7.099 eV
SMILES string: C=C(C)C[C@H]1C=CC=CC1=[SiH2]

This record from the OMol25 dataset describes CH11N2Pt as an isolated structure. The level of theory is ωB97M-V/def2-TZVPD.

```
15
Properties=species:S:1:pos:R:3:forces:R:3:mulliken_charge:R:1
C -1.76492 1.57993 0.13394 0.9 1.6 -1.2 -0.961
Pt 0.41968 0.21511 -0.63068 3.1 3.6 0.1 0.419
N 1.17522 -1.65023 -1.13549 0.0 -3.1 -0.4 -0.819
H -0.06707 0.54787 -2.10911 -2.0 -0.6 -1.2 0.028
H 2.19577 -1.64251 -1.13434 -0.1 0.0 -0.1 0.387
H -1.63794 0.52902 -0.12550 -0.4 -1.0 -0.3 0.094
H -2.10860 2.09350 -0.80964 -0.1 -0.5 1.3 0.347
H -0.75079 2.00337 0.35421 -0.7 0.1 0.1 0.269
H -2.37899 1.63851 1.01763 -0.4 0.1 0.1 0.315
H 0.86416 -2.42493 -0.50784 0.4 0.7 -0.6 0.344
H 0.85072 -1.92101 -2.06919 0.3 0.1 0.2 0.364
N 0.75219 -0.20049 1.45180 -1.6 -1.0 2.4 -0.857
H -0.07188 -0.05172 2.05971 0.3 0.0 -0.1 0.367
H 1.46141 0.42979 1.82145 0.1 0.1 -0.5 0.340
H 1.06105 -1.14619 1.68306 0.1 0.0 0.0 0.363
```
Positions in Å, forces in eV/Å.

Computed properties:
⟨S²⟩: 6.0046
net charge: +1
energy above the lowest of the compared OMol25 structures with the same formula, charge and spin: 0.00 kJ/mol
multiplicity: 5
energy: -7427.0272 eV
E_HOMO (alpha / beta): -8.499 / -16.437 eV